[1]
{"formula": "C4H9N3O", "method": "ωB97M-V with the def2-TZVPD basis set", "de_lowest_ev": 5.900, "total_charge": 0, "smiles": "C=NO.N#CN.C=C", "symbols": ["H", "O", "H", "H", "H", "H", "H", "H", "H", "C", "N", "N", "C", "C", "C", "N", "H"], "coordinates": [[-0.437, -2.293, 0.552], [-1.512, -1.138, -1.304], [2.217, -1.774, 1.614], [3.125, -2.116, 0.201], [0.243, 1.218, -0.939], [-0.495, -0.869, 1.722], [-1.377, 1.933, -1.625], [-2.012, -0.483, -1.811], [-0.176, 2.369, 1.164], [-0.532, -1.217, 0.699], [1.709, 0.077, -0.837], [2.262, -1.782, 0.605], [-0.874, 2.465, 0.346], [1.624, -0.788, -0.042], [-0.688, 1.824, -0.799], [-1.364, -0.550, -0.052], [-1.715, 3.122, 0.507]]}

[2]
{"formula": "C4H9N3O", "method": "ωB97M-V with the def2-TZVPD basis set", "de_lowest_ev": 6.752, "total_charge": 0, "symbols": ["H", "H", "H", "O", "N", "C", "N", "N", "H", "H", "C", "H", "H", "C", "H", "H", "C"], "coordinates": [[-0.740, 1.172, -0.913], [3.350, 0.030, 0.145], [1.210, 1.637, -1.418], [-2.546, -0.110, 1.041], [1.144, -0.365, 0.248], [-2.078, -0.069, -0.192], [-1.103, -0.873, -0.851], [2.529, -0.707, 0.193], [2.788, -1.265, 1.244], [-0.220, 1.057, 1.090], [0.455, 1.748, -0.686], [0.396, 2.726, -0.346], [0.833, -1.942, -0.996], [0.766, 0.963, 0.597], [1.435, 1.244, 1.241], [-2.443, 0.533, -1.186], [0.152, -1.092, -0.438]]}

[3]
{"formula": "C4H9N3O", "method": "ωB97M-V with the def2-TZVPD basis set", "de_lowest_ev": 4.349, "total_charge": 0, "smiles": "C[C@H](C=O)N1CN1N", "symbols": ["H", "H", "H", "N", "C", "H", "N", "C", "H", "H", "H", "H", "C", "C", "H", "O", "N"], "coordinates": [[1.063, -0.278, -2.147], [-2.717, 0.738, -0.872], [-0.151, -1.329, 1.200], [0.174, 0.714, 0.425], [0.358, -0.386, 1.364], [-0.624, 1.256, -1.412], [2.439, 0.693, 0.984], [0.161, -0.680, -1.648], [0.487, -0.100, 2.401], [-2.352, -0.984, -0.956], [2.198, 1.682, 0.957], [-2.262, -0.147, 0.575], [-2.046, -0.041, -0.494], [-0.595, 0.355, -0.785], [2.703, 0.374, 1.914], [-0.248, -1.805, -1.915], [1.411, -0.063, 0.409]]}

[4]
{"formula": "C4H9N3O", "method": "ωB97M-V with the def2-TZVPD basis set", "de_lowest_ev": 4.664, "total_charge": 0, "smiles": "CN/C(=N\\O)N1CC1", "symbols": ["H", "N", "C", "H", "H", "C", "H", "N", "H", "H", "C", "H", "O", "H", "N", "C", "H"], "coordinates": [[-0.881, 2.944, -0.066], [0.123, -0.925, 1.300], [-0.504, 1.951, 0.323], [1.348, 0.081, -2.065], [-0.964, -0.955, -1.705], [1.164, -0.979, -1.533], [1.790, -1.199, -0.605], [-1.174, 0.679, 0.193], [1.313, -1.726, -2.311], [0.646, 1.798, 0.265], [-0.348, -0.437, 0.221], [-2.039, 1.998, 1.734], [0.796, -2.112, 1.155], [0.548, -2.469, 0.305], [-0.199, -1.081, -1.013], [-1.084, 1.419, 1.488], [-0.536, 1.012, 2.314]]}

[5]
{"formula": "C4H9N3O3", "method": "ωB97M-V with the def2-TZVPD basis set", "de_lowest_ev": 3.539, "total_charge": 0, "smiles": "COC(=O)N(C)C.N#[N+][O-]", "symbols": ["H", "N", "H", "C", "H", "N", "H", "O", "H", "H", "O", "H", "N", "O", "C", "H", "H", "C", "C"], "coordinates": [[1.473, 1.589, -1.799], [0.600, 0.895, -0.038], [0.537, -3.278, 0.201], [0.912, 2.092, 0.724], [0.424, 2.803, 0.105], [-2.890, -0.072, -0.574], [-1.206, -2.702, 0.172], [-0.190, -0.113, 1.830], [2.148, 0.055, -1.467], [-0.197, -2.243, 1.556], [-3.773, -0.711, -0.943], [0.435, 0.182, -1.837], [-2.011, 0.490, -0.160], [0.156, -1.292, -0.084], [0.190, -0.132, 0.684], [0.359, 2.045, 1.646], [2.000, 2.208, 0.839], [-0.184, -2.489, 0.517], [1.218, 0.671, -1.370]]}

[6]
{"formula": "C4H9N3S", "method": "ωB97M-V with the def2-TZVPD basis set", "de_lowest_ev": 1.274, "total_charge": 0, "smiles": "[H]/N=C/N(S)/C(C)=N\\C", "symbols": ["N", "S", "H", "H", "N", "H", "H", "C", "H", "H", "H", "N", "C", "C", "H", "H", "C"], "coordinates": [[-0.019, 0.179, 0.491], [0.777, -0.885, 1.560], [1.294, 1.065, -2.527], [-0.170, -2.803, -0.893], [-1.425, 2.003, 0.233], [-1.412, -1.664, -0.242], [-1.551, -2.282, -1.908], [1.093, 1.247, -1.459], [-0.895, 1.166, 2.088], [-1.956, 2.658, 0.770], [1.899, -0.240, 1.710], [-0.057, -0.866, -1.664], [-0.847, -1.951, -1.140], [-0.815, 1.186, 0.998], [2.020, 1.314, -0.924], [0.552, 2.167, -1.320], [0.286, 0.113, -0.921]]}

[7]
{"formula": "C4H9N3S", "method": "ωB97M-V with the def2-TZVPD basis set", "de_lowest_ev": 3.769, "total_charge": 0, "smiles": "[H]/N=C(/N)SC[C@H]1CN1", "symbols": ["H", "H", "C", "H", "C", "N", "S", "H", "N", "N", "H", "H", "H", "H", "H", "C", "C"], "coordinates": [[0.972, -0.152, 0.537], [-0.240, -3.953, 0.538], [0.385, -2.101, 0.593], [1.994, -1.483, 1.467], [0.179, 2.384, -0.227], [0.455, -3.259, 0.908], [-1.076, -1.739, -0.641], [1.719, 1.313, -1.121], [1.237, -1.127, 1.016], [1.057, 1.204, -0.314], [-1.619, 0.198, 1.012], [-2.388, 0.265, -0.721], [-0.718, 1.355, -1.849], [-0.020, 3.155, -0.992], [-0.283, 2.795, 0.807], [-1.326, 0.065, -0.222], [-0.329, 1.079, -0.792]]}

[8]
{"formula": "C4H9N3S", "method": "ωB97M-V with the def2-TZVPD basis set", "de_lowest_ev": 5.028, "total_charge": 0, "smiles": "C[C@H]1CNN=CNS1", "symbols": ["N", "N", "H", "H", "H", "H", "C", "C", "H", "S", "H", "C", "H", "C", "H", "H", "N"], "coordinates": [[1.017, 1.284, -0.060], [0.347, -1.459, -0.724], [2.894, 0.536, -0.870], [-2.712, -0.201, -0.524], [-0.133, -2.389, 0.883], [0.322, -2.323, -1.145], [-0.844, -0.246, 0.928], [0.185, -1.293, 0.550], [1.088, -1.131, 1.191], [-0.617, 1.298, 0.024], [-3.052, 0.499, 1.281], [1.797, 0.379, -0.712], [-2.719, -1.555, 0.934], [-2.446, -0.332, 0.724], [-0.649, 0.015, 2.027], [1.409, 2.360, -0.064], [1.675, -0.916, -1.079]]}

[9]
{"formula": "C4H9N4", "method": "ωB97M-V with the def2-TZVPD basis set", "de_lowest_ev": 3.848, "total_charge": 1, "symbols": ["H", "C", "N", "N", "H", "H", "C", "C", "H", "N", "H", "H", "H", "H", "C", "H", "N"], "coordinates": [[-3.075, -0.200, -0.816], [-0.417, 1.230, 0.299], [-0.094, 0.020, 1.312], [-1.622, 1.055, -0.270], [-0.461, 2.147, 0.879], [0.688, 1.348, -1.536], [0.731, 0.796, -0.672], [-0.349, -1.141, 0.339], [1.439, -1.415, -0.818], [-2.153, -0.053, -0.398], [-0.800, 0.164, 2.025], [0.848, 0.231, 1.781], [-0.090, -2.101, 0.754], [1.796, 1.029, -0.233], [0.467, -0.739, -0.872], [-0.003, -0.861, -1.860], [-1.713, -1.177, -0.005]]}

[10]
{"formula": "C4H9N4", "method": "ωB97M-V with the def2-TZVPD basis set", "de_lowest_ev": 5.711, "total_charge": 1, "smiles": "C=NC[N@@H+]1CCN=N1", "symbols": ["H", "H", "H", "C", "C", "H", "N", "H", "N", "C", "N", "N", "C", "H", "H", "H", "H"], "coordinates": [[1.244, 2.040, 0.663], [0.531, -1.162, -3.151], [-0.259, 1.739, -0.394], [0.463, 1.315, 0.425], [1.340, 0.349, -1.758], [-1.855, -0.017, 2.265], [-0.526, 1.027, 1.383], [2.303, 0.061, 0.311], [1.220, 0.311, -0.235], [1.115, -1.110, -2.148], [0.438, -1.670, -1.054], [0.590, -1.140, -0.052], [-0.851, -0.089, 1.879], [-0.428, -1.093, 1.676], [0.654, 1.070, -2.225], [1.976, -1.819, -2.286], [2.381, 0.547, -1.777]]}

[11]
{"formula": "C4H9N4O", "method": "ωB97M-V with the def2-TZVPD basis set", "de_lowest_ev": 5.748, "total_charge": 1, "symbols": ["C", "O", "N", "H", "H", "H", "H", "H", "H", "N", "N", "N", "H", "C", "C", "H", "H", "C"], "coordinates": [[-1.808, 0.225, 0.958], [1.170, 0.513, -2.676], [-1.092, 0.642, 1.909], [0.900, 0.941, 2.086], [-0.251, 2.139, -2.154], [-3.279, -0.599, -0.399], [-1.417, 0.595, 2.932], [1.478, 2.335, -1.571], [-0.343, -2.321, -0.026], [0.397, -0.493, -0.592], [-2.693, -0.028, 0.190], [0.055, 1.466, 1.775], [1.421, -2.250, 0.002], [0.717, 1.637, -1.906], [0.560, -2.002, -0.562], [0.839, -2.529, -1.601], [0.237, 1.769, 0.812], [0.717, 0.311, -1.424]]}

[12]
{"formula": "C4H9N4O", "method": "ωB97M-V with the def2-TZVPD basis set", "de_lowest_ev": 0.806, "total_charge": 1, "smiles": "[H]/N=C(\\C)C(=O)[NH+]=C(N)N", "symbols": ["N", "H", "H", "N", "H", "H", "H", "C", "O", "C", "H", "H", "N", "C", "C", "N", "H", "H"], "coordinates": [[-2.964, 1.242, 0.467], [-3.463, 2.004, 0.083], [2.826, -1.141, 2.086], [-0.718, 0.385, 0.476], [-1.002, -0.280, 1.218], [-0.670, 1.430, -1.690], [2.791, -1.246, -1.034], [2.408, -1.924, -0.303], [0.477, -0.027, -1.414], [-1.772, 1.137, -0.089], [1.788, -2.632, -0.836], [-3.066, 1.213, 1.546], [1.963, -0.671, 1.758], [1.753, -0.939, 0.526], [0.464, -0.163, -0.208], [-1.646, 1.646, -1.268], [-2.355, 2.300, -1.554], [3.185, -2.334, 0.234]]}

[13]
{"formula": "C4H9N4O4", "method": "ωB97M-V with the def2-TZVPD basis set", "de_lowest_ev": 0.000, "total_charge": 1, "symbols": ["N", "N", "N", "C", "H", "H", "H", "O", "H", "H", "H", "H", "N", "O", "H", "C", "C", "O", "O", "H", "C"], "coordinates": [[3.501, 1.284, 0.103], [-3.455, 1.219, 0.093], [2.718, 0.221, 0.088], [-1.054, 1.034, -0.084], [2.358, -1.779, 0.149], [-5.097, -0.007, 0.851], [4.141, -1.252, 0.151], [-4.507, -1.700, -0.239], [-3.478, -0.722, 1.209], [4.506, 1.151, 0.051], [-5.281, -1.586, -0.801], [-4.024, 1.614, -0.655], [-2.199, 1.159, -0.334], [6.271, 0.099, 0.110], [1.695, 0.437, 0.060], [7.343, -0.320, 0.181], [3.095, -0.996, 0.131], [0.124, 0.946, -0.123], [8.386, -0.764, 0.241], [3.091, 2.188, -0.060], [-4.191, -0.441, 0.442]]}

[14]
{"formula": "C4H9N4OS", "method": "ωB97M-V with the def2-TZVPD basis set", "de_lowest_ev": 2.689, "total_charge": 1, "symbols": ["H", "H", "N", "C", "N", "H", "C", "O", "N", "C", "H", "H", "N", "H", "C", "H", "H", "H", "S"], "coordinates": [[-1.356, 2.315, -0.363], [-0.449, 2.845, 0.969], [-1.451, -0.250, 0.363], [1.067, 0.365, -0.585], [0.075, -0.032, -1.578], [2.393, -0.242, 0.930], [1.729, -0.583, 0.192], [0.013, 0.608, 2.030], [-0.876, 2.007, 0.442], [-0.778, 0.731, 0.896], [-0.993, -0.368, -0.656], [0.545, -0.873, -2.116], [1.366, -1.835, 0.062], [1.453, 1.305, -0.652], [0.563, -2.701, -0.121], [-0.132, -0.159, 2.598], [-0.124, 0.677, -2.216], [-2.366, -0.191, 0.048], [-0.680, -3.618, -0.242]]}

[15]
{"formula": "C4H9N4PS", "method": "ωB97M-V with the def2-TZVPD basis set", "total_charge": 0, "smiles": "NP(N)(=S)N1C=CC=NC1", "symbols": ["N", "C", "H", "C", "C", "C", "H", "H", "H", "H", "H", "N", "H", "H", "S", "N", "H", "P", "N"], "coordinates": [[0.083, -0.448, -0.731], [1.046, -1.305, 0.038], [0.159, 1.102, -2.147], [1.792, 1.265, -0.701], [0.719, 0.709, -1.282], [2.154, 0.701, 0.572], [-2.667, -2.142, 0.045], [2.111, 2.249, -0.951], [-1.350, -1.975, 1.250], [1.752, -1.780, -0.618], [-0.737, 1.708, 0.568], [-1.354, 0.947, 1.032], [2.769, 1.350, 1.207], [-2.194, 1.445, 1.270], [-2.942, 0.409, -1.414], [-2.051, -1.475, 0.616], [0.400, -2.085, 0.529], [-1.529, -0.157, -0.244], [1.841, -0.518, 0.961]]}

[16]
{"formula": "C4H9N4S", "method": "ωB97M-V with the def2-TZVPD basis set", "de_lowest_ev": 4.641, "total_charge": 1, "symbols": ["H", "H", "H", "H", "N", "H", "C", "C", "H", "N", "N", "N", "S", "H", "H", "C", "H", "C"], "coordinates": [[0.732, 2.122, -0.632], [1.086, -0.915, 1.506], [-0.955, -1.704, -1.424], [-0.400, -2.591, -0.021], [-2.136, 0.286, 1.855], [0.499, 0.029, -1.397], [0.433, -0.430, -0.382], [-0.055, -1.839, -0.821], [2.079, 0.379, 0.814], [-1.020, 1.513, 0.083], [-1.309, -0.403, 1.191], [-0.366, 2.350, -0.778], [-2.247, 1.780, 1.235], [0.788, -2.360, -1.362], [2.448, -1.241, 0.120], [1.622, -0.570, 0.534], [-0.499, 3.356, -0.770], [-0.700, 0.237, 0.249]]}

[17]
{"formula": "C4H9NNaO", "method": "ωB97M-V with the def2-TZVPD basis set", "total_charge": 1, "symbols": ["H", "C", "H", "H", "Na", "H", "H", "C", "N", "H", "H", "O", "H", "C", "H", "C"], "coordinates": [[-0.564, -0.331, 2.306], [0.621, 0.953, -1.489], [1.072, 0.288, -2.245], [-0.434, -1.866, 1.390], [-4.029, 0.464, -1.411], [2.338, 0.697, 0.528], [1.277, 1.829, -1.355], [-0.825, -0.115, 0.149], [0.437, 0.267, -0.226], [-2.031, -1.083, 1.605], [-0.357, 1.299, -1.864], [-1.818, 0.171, -0.518], [2.164, -0.945, -0.168], [1.658, -0.165, 0.425], [1.447, -0.568, 1.430], [-0.956, -0.896, 1.443]]}

[18]
{"formula": "C4H9NO", "method": "ωB97M-V with the def2-TZVPD basis set", "de_lowest_ev": 3.569, "total_charge": 0, "symbols": ["H", "H", "H", "H", "H", "H", "H", "C", "C", "H", "O", "C", "N", "C", "H"], "coordinates": [[-0.901, 0.169, 2.012], [0.248, -1.203, 0.296], [-2.111, -0.613, 0.972], [-1.732, 1.102, 0.749], [3.247, 0.086, 0.792], [-1.155, 0.596, -1.764], [0.687, 1.679, -0.199], [2.130, 0.437, 0.435], [-1.301, 0.123, 0.995], [0.058, -0.652, -2.119], [2.422, -0.800, 0.782], [-0.206, -0.252, -0.001], [0.885, 0.723, 0.056], [-0.738, -0.362, -1.427], [-1.537, -1.109, -1.484]]}

[19]
{"formula": "C4H9NO", "method": "ωB97M-V with the def2-TZVPD basis set", "de_lowest_ev": 0.131, "total_charge": 0, "smiles": "CC(C)C(N)=O", "symbols": ["N", "H", "C", "H", "H", "C", "H", "H", "C", "H", "H", "O", "C", "H", "H"], "coordinates": [[-1.968, 0.089, -1.044], [-2.610, -0.452, -1.604], [0.354, -0.059, 1.631], [-0.171, 1.378, 0.117], [-2.079, 1.089, -1.006], [1.448, 0.153, -0.661], [1.235, -0.325, -1.614], [1.955, 1.106, -0.843], [0.153, 0.329, 0.164], [0.673, -1.104, 1.700], [1.121, 0.570, 2.096], [-0.788, -1.770, -0.525], [-0.909, -0.557, -0.478], [2.157, -0.496, -0.140], [-0.570, 0.048, 2.207]]}

[20]
{"formula": "C4H9NO", "method": "ωB97M-V with the def2-TZVPD basis set", "de_lowest_ev": 4.195, "total_charge": 0, "symbols": ["O", "C", "C", "H", "C", "H", "H", "H", "H", "H", "C", "H", "H", "H", "N"], "coordinates": [[-0.736, 1.839, 0.819], [-0.126, -1.577, -1.245], [0.268, 0.378, -0.791], [0.200, 0.345, 2.680], [-0.319, 0.492, 0.589], [0.882, -1.945, -1.098], [-1.366, 2.063, 0.122], [-0.956, -2.281, -1.172], [1.540, 0.839, 1.629], [1.003, -0.858, 1.634], [0.668, 0.180, 1.705], [-1.172, -0.204, 0.648], [-0.615, -0.052, -2.705], [1.038, 1.120, -1.037], [-0.309, -0.338, -1.780]]}

Calculated values (eV) of E_HOMO for the records, taken in order: -8.836 -9.155 -9.008 -8.866 -9.376 -9.467 -8.572 -7.729 -13.663 -13.740 -13.459 -13.891 -12.155 -12.184 -8.680 -15.118 -12.866 -8.612 -9.697 -7.877.
Calculated values (Eh) of E_tot for the records, taken in order: -397.13383 -397.10253 -397.19082 -397.17923 -547.71598 -720.22654 -720.13485 -720.08856 -376.46559 -376.39714 -451.64453 -451.82616 -677.44106 -849.93644 -1116.40496 -774.64329 -449.93837 -287.70129 -287.82762 -287.67828.